# 1
DFT (ωB97M-V with the def2-TZVPD basis set) results for a single C21H23N3O5S molecule at a distorted geometry.

## Properties
E_LUMO, eV: 0.36
Relative energy (zero: lowest compared OMol25 entry of this formula, charge and spin), kJ/mol: 138.28
Structure (SMILES): CCc1ccc(NC(=O)COC(=O)CCCC2=NS(=O)(=O)c3ccccc3N2)cc1
Multiplicity: 1

The geometry in XYZ format:
```
53
C21H23N3O5S ωB97M-V with the def2-TZVPD basis set
S 1.72499 -1.08617 -1.12762
O 0.74513 2.78741 0.32943
O 1.26976 -1.95422 -2.16550
O -1.96228 2.59142 2.45084
O 0.73541 -0.21729 -0.52722
O 2.81108 2.09655 0.84953
N 4.18270 -0.27818 0.25222
N 2.89496 -0.08518 -1.68131
N -1.40315 1.12651 0.78169
C 0.29598 2.57611 1.66386
C -3.73323 -1.23253 -0.76715
C -4.94493 -0.91287 -0.16518
C 4.20692 -2.07754 1.85956
C 2.25600 2.69725 -1.43626
C -6.20921 -1.62229 -0.55968
C 3.81180 0.33466 -0.90068
C 2.54237 -3.81485 1.74299
C 2.49405 -2.00329 0.18631
C -2.57730 -0.55233 -0.44150
C 3.71943 2.67225 -1.88753
C 2.00912 2.49204 0.03802
C 3.66250 -3.25243 2.34085
C -3.81609 0.80182 1.11101
C 1.95432 -3.18069 0.66220
C -4.96509 0.11105 0.77222
C 3.62393 -1.43747 0.76379
C -6.87697 -0.90996 -1.73776
C 4.59131 1.56813 -1.25886
C -2.60943 0.47337 0.50195
C -1.16713 2.10406 1.67476
H 1.78872 3.63677 -1.73432
H -7.79295 -1.42158 -2.02528
H 5.37862 1.29460 -1.96508
H 5.07972 -1.64588 2.32689
H 4.88787 0.16990 0.82101
H -3.84818 1.59109 1.84309
H 0.93311 1.82706 2.14968
H -3.69436 -2.02583 -1.50019
H -5.98311 -2.65210 -0.84417
H 3.71466 2.55149 -2.97080
H 4.11747 -3.73773 3.19098
H -7.12038 0.11547 -1.46905
H 4.18699 3.63140 -1.65784
H 2.12883 -4.73499 2.12404
H -6.90072 -1.64506 0.28514
H 5.06202 1.94778 -0.35182
H 0.36139 3.51615 2.22119
H 1.71032 1.88909 -1.93007
H -6.20658 -0.88811 -2.59392
H -1.63837 -0.80732 -0.91118
H -0.61348 0.77592 0.24208
H 1.07905 -3.57790 0.17356
H -5.89759 0.37441 1.25108
```

=====

# 2
DFT (ωB97M-V with the def2-TZVPD basis set) results for a single C5H7N molecule at a distorted geometry.

## Properties
E_LUMO, eV: 0.95
Relative energy (zero: lowest compared OMol25 entry of this formula, charge and spin), kJ/mol: 417.33
Structure (SMILES): C#CC[C@@H]1CN1
Multiplicity: 1

The geometry in XYZ format:
```
13
C5H7N ωB97M-V with the def2-TZVPD basis set
N -1.04736 1.30891 -0.37531
C 1.20944 -2.01898 -1.96752
C 0.77458 -1.36732 -1.00842
C -0.67038 1.49325 1.13981
C 0.19127 0.82330 0.21733
C 0.29616 -0.70419 0.20449
H -0.83488 -0.95011 0.30700
H 0.68743 -1.11843 1.35272
H -1.12001 0.81379 2.00893
H -0.44066 2.50541 1.42491
H 1.48840 -2.53364 -2.89872
H 1.10625 1.27002 -0.04527
H -1.64023 0.47797 -0.35996
```

=====

# 3
DFT (ωB97M-V with the def2-TZVPD basis set) results for a 2-piece molecular cluster, C10H16 overall at a distorted geometry.

## Properties
E_LUMO, eV: 0.95
Relative energy (zero: lowest compared OMol25 entry of this formula, charge and spin), kJ/mol: 361.12
Structure (SMILES): Cc1ccccc1.CCC
Multiplicity: 1

The geometry in XYZ format:
```
26
C10H16 ωB97M-V with the def2-TZVPD basis set
C 0.41049 -0.10922 1.54219
C -0.89206 1.01599 -1.60837
C -3.27046 0.79381 -0.71653
C 1.26695 -1.19634 -0.47440
C 2.29672 -0.34840 -0.69168
C -0.46726 -2.44335 1.01218
C 2.47392 0.57219 0.38275
C -2.05528 1.76962 -0.85762
C 1.46610 0.79133 1.38801
C 0.45555 -1.24995 0.66995
H 2.84522 -0.31334 -1.61634
H -0.11213 -2.82803 1.97395
H -3.49043 0.64373 0.50198
H -3.23874 -0.13759 -1.23397
H 1.04110 -1.86632 -1.33489
H -1.50681 -2.42278 1.31608
H -1.48682 2.23745 0.00641
H -0.49016 1.53488 -2.61616
H 1.40438 1.82587 1.68816
H -4.08165 1.35373 -1.13590
H -0.56811 0.03964 2.12277
H -2.26279 2.80981 -1.32485
H -1.22119 -0.03190 -1.63649
H 3.06837 1.47783 0.23665
H 0.04058 1.37987 -1.21909
H -0.04887 -3.27685 0.39276
```

=====

# 4
DFT (ωB97M-V with the def2-TZVPD basis set) results for a 2-piece molecular cluster, C4H7F2N overall at a distorted geometry.

## Properties
E_LUMO, eV: 0.60
Relative energy (zero: lowest compared OMol25 entry of this formula, charge and spin), kJ/mol: 472.26
Multiplicity: 1

The geometry in XYZ format:
```
14
C4H7F2N ωB97M-V with the def2-TZVPD basis set
F 0.47401 1.51879 -1.58494
F 3.13644 1.10154 -0.03932
N -0.38762 -0.04871 -0.22591
C -0.30265 -0.90918 0.99103
C 0.50006 0.85572 -0.41249
C 2.16673 0.98228 0.90594
C -1.50402 -0.37612 -1.00571
H 0.04528 -1.85341 0.56560
H -1.24060 -1.27746 -1.42866
H 1.92462 1.90037 1.32963
H -1.21241 -1.02059 1.53790
H 0.44896 -0.58478 1.58310
H -1.71655 0.34521 -1.77564
H -2.33224 -0.63367 -0.44053
```

=====

# 5
DFT (ωB97M-V with the def2-TZVPD basis set) results for CH5FNO7S4 as an isolated structure.

## Properties
E_LUMO, eV: 2.95
Total charge: -1
Multiplicity: 1

The geometry in XYZ format:
```
19
CH5FNO7S4 ωB97M-V with the def2-TZVPD basis set
S -0.33515 0.34662 0.41339
S -3.33918 1.83304 -1.91749
S -4.10387 0.06211 -1.09711
S -0.67899 1.11509 -1.63804
F 1.13947 -0.28351 0.25009
O -1.16930 -0.77114 0.71451
O -3.28972 1.64007 -3.33882
O -0.96086 -0.07895 -2.37900
O -4.15710 2.86471 -1.35668
O -0.16284 1.42120 1.33396
O 0.54231 1.82358 -1.85735
O 2.70490 -2.33143 2.57609
N -1.86887 2.03797 -1.29697
C 4.04187 -1.88421 2.45671
H -3.74612 -0.65929 -2.16693
H 4.14972 -0.83093 2.73213
H 2.15933 -1.80034 1.98534
H 4.64076 -2.48295 3.14193
H 4.43363 -2.02165 1.44422
```

=====

# 6
DFT (ωB97M-V with the def2-TZVPD basis set) results for a single C6H9BO3 molecule at a distorted geometry.

## Properties
E_LUMO, eV: 0.29
Relative energy (zero: lowest compared OMol25 entry of this formula, charge and spin), kJ/mol: 0.00
Structure (SMILES): Cc1coc(C)c1B(O)O
Multiplicity: 1

The geometry in XYZ format:
```
19
C6H9BO3 ωB97M-V with the def2-TZVPD basis set
O 1.90993 1.61090 -0.18518
O -2.30739 0.58879 0.06274
O 2.41306 -0.81990 0.05201
C -1.04774 1.06486 0.03784
C -0.09135 0.04170 0.00931
C -0.91926 -1.14865 0.05696
C -2.21273 -0.80049 0.06770
C -0.85844 2.62119 0.02600
C -0.17141 -2.48790 0.02109
B 1.50507 0.26516 -0.03886
H -1.22490 2.97136 1.08724
H -3.22494 -1.32855 -0.02014
H 0.62357 -2.47236 0.82360
H 2.80072 1.84237 -0.55836
H -1.42407 3.10910 -0.80815
H 0.18695 2.98622 0.18078
H 3.27331 -0.55501 0.22752
H 0.24532 -2.81401 -1.05076
H -0.83661 -3.26452 0.20041
```

=====

E values (in eV) by entry order: -47694.6810 -6784.1873 -10626.0008 -11181.0039 -62999.7527 -13188.2421.